This record from OMol25 describes the ion C8H16O2P with charge -1 at a distorted geometry. The level of theory is ωB97M-V/def2-TZVPD.

```
! RIJCOSX wB97M-V def2-TZVPD def2/J DEFGRID3
* xyz -1 1
H -0.612 1.080 1.571
C 2.288 -1.080 0.191
O -3.724 -2.312 0.271
C -1.623 0.684 1.428
H 2.108 0.886 -0.464
H 4.193 -0.160 0.732
H 1.457 -1.801 0.469
C -2.052 0.672 -1.102
H -0.293 -0.958 -0.614
H -4.369 -0.612 1.585
H -2.091 0.245 2.371
C -2.301 0.363 0.345
H 0.859 0.524 0.813
H 4.309 -1.831 0.972
H -0.605 1.370 -2.458
C 3.533 -0.993 1.083
H -2.916 1.256 -1.423
H 3.236 -0.908 2.144
H -0.319 1.904 -0.816
O -5.110 -0.305 -0.724
C -0.574 1.086 -1.405
C 1.424 0.159 -0.100
H -2.078 -0.303 -1.537
H 2.571 -1.453 -0.796
P -4.103 -0.865 0.249
H 0.766 -0.596 -1.825
C 0.280 -0.101 -1.027
*
```

Properties
SMILES: C=C(CCCCCC)[P@@H](=O)[O-]
energy relative to the best compared isomer or geometry (same formula, charge and spin): 14.1 kcal per mole
largest force on an atom: 0.060 hartree/bohr
E_HOMO: -4.38 eV
total energy: -21939.89293 eV

Löwdin population analysis, charges in e, atoms 1 to 6: H 0.02; C -0.28; O -0.47; C -0.07; H 0.10; H 0.07